Model 1:
{"formula": "C4H14N2O", "method": "ωB97M-V with the def2-TZVPD basis set", "species": ["N", "C", "C", "C", "C", "N", "H", "H", "H", "H", "H", "H", "H", "H", "H", "H", "H", "H", "H", "H", "O"], "coordinates": [[0.912, -0.286, 0.747], [-1.664, 1.267, 0.913], [-0.761, 1.223, -0.306], [0.053, -0.061, -0.430], [0.848, -0.076, -1.747], [1.646, -1.306, -1.833], [1.565, -1.031, 0.498], [1.465, 0.536, 0.921], [-2.325, 0.412, 0.944], [-1.079, 1.233, 1.894], [-2.279, 2.211, 0.905], [-0.074, 2.101, -0.257], [-1.350, 1.332, -1.214], [-0.696, -0.913, -0.394], [0.137, 0.071, -2.609], [1.599, 0.763, -1.735], [1.069, -2.123, -2.032], [2.239, -1.222, -2.651], [-0.157, -1.061, 2.155], [-0.316, -1.719, 3.475], [-0.832, -1.349, 2.757]], "total_charge": 1, "orbital_gap_ev": [12.079, 5.328], "multiplicity": 2, "e_homo_ha": [-0.5557, -0.5406]}

***

Model 2:
{"formula": "C4H14N2O", "method": "ωB97M-V with the def2-TZVPD basis set", "species": ["N", "C", "C", "N", "C", "C", "H", "H", "H", "H", "H", "H", "H", "H", "H", "H", "H", "H", "H", "H", "O"], "coordinates": [[-1.020, 0.943, -1.613], [-1.560, 0.417, -0.347], [-0.567, 0.652, 0.876], [0.655, -0.023, 0.584], [0.916, -1.505, 0.918], [-0.257, -2.123, 1.759], [-0.853, -0.006, -1.950], [-1.748, 1.313, -2.227], [-2.469, 1.016, -0.135], [-1.733, -0.676, -0.448], [-1.023, 0.285, 1.832], [-0.363, 1.763, 0.944], [1.467, 0.528, 0.416], [1.803, -1.610, 1.481], [1.039, -1.960, 0.001], [-0.382, -1.685, 2.831], [-1.246, -1.828, 1.207], [-0.604, -3.214, 2.005], [2.298, 0.801, -1.479], [0.878, 1.320, -1.707], [1.788, 1.609, -1.851]], "total_charge": 1, "orbital_gap_ev": [11.645, 7.041], "multiplicity": 2, "e_homo_ha": [-0.5415, -0.5428]}

***

Model 3:
{"formula": "C4H14N2O", "method": "ωB97M-V with the def2-TZVPD basis set", "species": ["C", "N", "C", "C", "C", "N", "H", "H", "H", "H", "H", "H", "H", "H", "H", "H", "H", "H", "H", "H", "O"], "coordinates": [[1.552, -2.291, 0.650], [0.213, -1.677, 0.271], [-0.485, -0.530, 0.840], [-1.401, 0.119, -0.178], [-0.743, 0.419, -1.582], [0.532, 1.232, -1.347], [1.556, -2.734, 1.657], [2.297, -1.480, 0.599], [1.592, -3.056, -0.142], [-0.429, -2.348, -0.181], [-0.981, -1.033, 1.672], [0.174, 0.246, 1.290], [-2.261, -0.582, -0.464], [-1.767, 1.163, 0.013], [-0.462, -0.551, -1.975], [-1.450, 1.174, -2.115], [0.944, 1.290, -2.277], [1.149, 0.507, -0.974], [-0.621, 3.722, 1.788], [0.536, 3.360, 0.839], [0.054, 3.050, 1.617]], "total_charge": 1, "orbital_gap_ev": [10.409, 6.146], "multiplicity": 2, "e_homo_ha": [-0.5044, -0.5043]}

***

Least stable structure: model 2

***

Model 1:
{"formula": "C2H3N3O3", "method": "ωB97M-V with the def2-TZVPD basis set", "species": ["C", "C", "H", "H", "H", "N", "N", "N", "O", "O", "O"], "coordinates": [[-0.744, 0.233, -0.109], [1.364, -0.338, -0.125], [-2.080, -1.501, -0.322], [2.476, -1.705, 0.515], [-0.571, 2.375, 0.148], [-2.005, 0.309, 0.155], [0.095, -0.812, -0.392], [-0.009, 1.477, -0.440], [-2.731, -0.805, 0.217], [2.603, -0.788, 0.030], [1.364, 0.923, 0.477]], "total_charge": 0, "orbital_gap_ev": 8.765, "e_homo_ha": -0.3336}

***

Model 2:
{"formula": "C2H3N3O3", "method": "ωB97M-V with the def2-TZVPD basis set", "species": ["O", "C", "N", "N", "C", "O", "O", "N", "H", "H", "H"], "coordinates": [[2.428, -0.229, -0.150], [1.245, -0.161, 0.046], [0.513, 0.977, 0.411], [-0.657, 0.941, -0.382], [-1.450, -0.204, -0.025], [-2.617, -0.229, -0.071], [-0.756, -1.242, 0.360], [0.488, -1.252, -0.233], [1.066, 1.859, 0.480], [-1.260, 1.747, -0.249], [1.000, -2.208, -0.188]], "total_charge": 0, "orbital_gap_ev": 10.209, "e_homo_ha": -0.3528}

***

Least stable structure: model 1

***

Model 1:
{"formula": "C2H3N3O3", "method": "ωB97M-V with the def2-TZVPD basis set", "species": ["C", "C", "H", "H", "H", "N", "N", "N", "O", "O", "O"], "coordinates": [[0.850, -0.044, -0.232], [-0.377, -0.446, 1.356], [1.609, 1.113, -1.720], [-0.339, -0.538, 3.243], [-1.266, 0.628, -2.547], [0.848, -0.500, 0.929], [-1.131, -0.497, 2.439], [-0.397, 0.449, -0.693], [1.960, 0.161, -0.941], [-1.069, -0.211, 0.166], [-0.688, -0.113, -2.001]], "total_charge": 0, "orbital_gap_ev": 8.794, "e_homo_ha": -0.3503}

***

Model 2:
{"formula": "C2H3N3O3", "method": "ωB97M-V with the def2-TZVPD basis set", "species": ["N", "N", "O", "C", "O", "N", "C", "O", "H", "H", "H"], "coordinates": [[-1.199, 0.928, -0.605], [0.067, 0.210, -0.617], [-0.118, -1.207, -0.726], [0.863, -1.681, 0.124], [1.446, -2.789, -0.083], [1.185, -0.659, 1.085], [0.758, 0.506, 0.626], [0.629, 1.715, 1.129], [-1.609, 0.679, -1.630], [-1.755, 0.301, -0.077], [-0.266, 1.996, 0.775]], "total_charge": 0, "orbital_gap_ev": 10.577, "e_homo_ha": -0.3810}

***

Least stable structure: model 1

***

Model 1:
{"formula": "C6H18O3", "method": "ωB97M-V with the def2-TZVPD basis set", "species": ["C", "C", "O", "H", "H", "H", "H", "H", "H", "C", "C", "O", "H", "H", "H", "H", "H", "H", "C", "C", "O", "H", "H", "H", "H", "H", "H"], "coordinates": [[3.039, -1.891, -0.610], [4.183, -1.424, 0.350], [3.579, -1.018, 1.633], [2.402, -1.044, -0.864], [2.452, -2.688, -0.155], [3.449, -2.169, -1.581], [4.848, -0.612, 0.055], [4.859, -2.265, 0.504], [4.230, -0.481, 2.092], [-2.629, 1.914, -3.699], [-1.934, 1.181, -2.586], [-2.842, 0.216, -2.153], [-2.993, 1.172, -4.410], [-1.944, 2.687, -4.049], [-3.406, 2.603, -3.368], [-1.847, 1.807, -1.698], [-0.980, 0.661, -2.668], [-2.635, -0.013, -1.244], [-2.130, 0.700, 2.520], [-0.885, -0.099, 3.099], [-0.467, -0.993, 2.051], [-1.916, 1.629, 1.992], [-2.738, 0.950, 3.390], [-2.702, 0.067, 1.842], [-1.320, -0.569, 3.980], [-0.161, 0.619, 3.486], [0.490, -0.939, 2.093]], "total_charge": 0, "orbital_gap_ev": 10.599, "e_homo_ha": -0.3641}

***

Model 2:
{"formula": "C6H18O3", "method": "ωB97M-V with the def2-TZVPD basis set", "species": ["C", "C", "O", "H", "H", "H", "H", "H", "H", "C", "C", "O", "H", "H", "H", "H", "H", "H", "C", "C", "O", "H", "H", "H", "H", "H", "H"], "coordinates": [[-0.070, -1.390, 2.695], [-0.326, 0.051, 2.335], [-1.661, 0.286, 1.896], [0.982, -1.490, 3.013], [-0.048, -2.035, 1.813], [-0.633, -1.804, 3.529], [0.347, 0.330, 1.520], [-0.049, 0.758, 3.126], [-2.243, -0.255, 2.437], [-2.239, 0.559, -1.455], [-3.696, 0.863, -1.728], [-3.847, 1.691, -2.899], [-2.148, -0.317, -0.812], [-1.759, 1.421, -0.999], [-1.715, 0.306, -2.379], [-4.159, 1.388, -0.900], [-4.225, -0.071, -1.941], [-3.597, 1.147, -3.652], [2.807, -0.905, -0.350], [3.581, 0.375, -0.612], [4.746, 0.033, -1.360], [1.867, -0.686, 0.153], [3.420, -1.580, 0.248], [2.582, -1.408, -1.293], [3.920, 0.792, 0.344], [2.953, 1.091, -1.149], [5.207, 0.848, -1.579]], "total_charge": 0, "orbital_gap_ev": 10.852, "e_homo_ha": -0.3702}

***

Least stable structure: model 1